No. 1
Computed, not measured: C2H6CsO2 as an isolated structure in a non-equilibrium geometry, with the ωB97M-V functional and the def2-TZVPD basis.

Structure (ORCA input):
```
! RIJCOSX wB97M-V def2-TZVPD def2/J DEFGRID3
* xyz 1 1
Cs -4.026 -3.576 1.637
C 0.220 1.221 -0.160
C 0.558 -0.266 0.057
O 1.954 -0.422 0.438
O -1.179 1.244 -0.494
H 0.832 1.596 -0.980
H 0.528 1.902 0.633
H 0.281 -0.842 -0.827
H -0.096 -0.670 0.830
H 2.245 -1.326 0.303
H -1.317 1.139 -1.438
*
```

For the energy relative to the best compared isomer or geometry (same formula, charge and spin), the calculation gives 98.1 kJ/mol. The calculation puts the HOMO energy at -12.656 eV.


No. 2
Computed, not measured: C30H11CuF16GeNS as an isolated structure in a non-equilibrium geometry, with the ωB97M-V functional and the def2-TZVPD basis.

Structure (ORCA input):
```
! RIJCOSX wB97M-V def2-TZVPD def2/J DEFGRID3
* xyz -1 1
Cu 0.244 0.463 -0.480
F 6.370 -0.246 -0.289
C 5.015 -0.072 -0.380
C 4.368 -0.371 -1.559
C 2.994 -0.191 -1.635
C 2.211 0.286 -0.570
C 2.943 0.562 0.602
C 4.314 0.398 0.709
H 4.938 -0.736 -2.400
H 2.510 -0.432 -2.575
H 2.418 0.917 1.480
H 4.834 0.640 1.625
F 1.579 1.898 4.398
C 2.318 0.939 4.971
C 1.708 -0.271 5.251
C 2.494 -1.263 5.798
F 1.954 -2.469 6.053
C 3.832 -1.053 6.108
F 4.573 -2.033 6.648
C 4.405 0.188 5.855
F 5.691 0.405 6.160
C 3.644 1.198 5.276
F 4.192 2.393 5.023
Ge -0.152 -0.481 4.528
S -0.203 -0.176 2.473
C -0.845 -2.207 5.299
C -1.281 -3.224 4.476
F -1.182 -3.095 3.150
C -1.836 -4.392 4.979
F -2.261 -5.362 4.157
C -1.959 -4.545 6.352
F -2.499 -5.664 6.851
C -1.528 -3.535 7.204
F -1.662 -3.689 8.531
C -0.980 -2.382 6.662
F -0.570 -1.402 7.483
C -1.273 0.810 5.624
C -0.821 1.869 6.390
F 0.467 1.939 6.754
C -1.676 2.867 6.843
F -1.201 3.894 7.565
C -3.030 2.803 6.542
F -3.858 3.774 6.955
C -3.522 1.723 5.815
F -4.836 1.636 5.553
C -2.630 0.764 5.367
F -3.095 -0.290 4.668
N -1.704 0.354 -0.100
C -2.469 1.314 0.651
C -1.853 2.433 1.188
C -2.560 3.273 2.032
C -3.889 3.014 2.322
C -4.517 1.916 1.757
C -3.808 1.069 0.924
H -1.488 -0.392 0.585
H -2.276 -0.058 -0.836
H -0.808 2.611 0.984
H -2.059 4.121 2.477
H -4.434 3.647 3.004
H -5.550 1.695 1.984
H -4.284 0.187 0.515
*
```

For the energy relative to the best compared isomer or geometry (same formula, charge and spin), the calculation gives 74.5 kJ/mol. The calculation puts the HOMO energy at -5.415 eV.


No. 3
Computed, not measured: one molecule with the formula C5H4FN in a non-equilibrium geometry, with the ωB97M-V functional and the def2-TZVPD basis.

Structure (ORCA input):
```
! RIJCOSX wB97M-V def2-TZVPD def2/J DEFGRID3
* xyz 0 1
C 0.991 -0.169 3.591
C 0.662 -0.203 2.367
N 0.359 -0.022 0.992
C -0.156 -0.328 -0.201
F 0.000 -1.564 -0.688
C -0.444 0.720 -1.250
C -0.691 0.239 -2.478
H 1.383 -0.375 4.593
H -0.584 1.728 -0.960
H -1.095 0.733 -3.320
H -0.426 -0.758 -2.646
*
```

For the energy relative to the best compared isomer or geometry (same formula, charge and spin), the calculation gives 444.4 kJ/mol. The calculation puts the HOMO energy (alpha / beta) at -8.836 / -8.836 eV.


No. 4
Computed, not measured: a 2-piece molecular cluster, CH3NO overall in a non-equilibrium geometry, with the ωB97M-V functional and the def2-TZVPD basis.

Structure (ORCA input):
```
! RIJCOSX wB97M-V def2-TZVPD def2/J DEFGRID3
* xyz 0 1
C -0.201 -0.575 0.269
H -0.524 1.367 -0.207
H 1.214 0.829 -0.890
H 0.497 -1.425 0.232
N -0.162 0.442 -0.697
O -0.823 -0.639 1.293
*
```

For the energy relative to the best compared isomer or geometry (same formula, charge and spin), the calculation gives 234.9 kJ/mol. The calculation puts the HOMO energy at -10.138 eV.


No. 5
Computed, not measured: a 2-piece molecular cluster, C3H4ClFO overall in a non-equilibrium geometry, with the ωB97M-V functional and the def2-TZVPD basis.

Structure (ORCA input):
```
! RIJCOSX wB97M-V def2-TZVPD def2/J DEFGRID3
* xyz 0 1
C 2.596 -0.307 0.139
C 1.862 0.643 -0.364
C -0.987 0.483 -0.235
O -1.467 0.763 1.008
F 2.295 1.868 -0.833
Cl 4.377 -0.172 0.404
H 2.364 -1.259 0.439
H -0.833 -0.506 -0.513
H -0.293 1.049 -0.835
H -1.421 1.693 1.291
*
```

For the energy relative to the best compared isomer or geometry (same formula, charge and spin), the calculation gives 505.7 kJ/mol. The calculation puts the HOMO energy (alpha / beta) at -9.737 / -8.248 eV.


No. 6
Computed, not measured: a 2-piece molecular cluster, Cl3PS overall in a non-equilibrium geometry, with the ωB97M-V functional and the def2-TZVPD basis.

Structure (ORCA input):
```
! RIJCOSX wB97M-V def2-TZVPD def2/J DEFGRID3
* xyz 0 1
P -0.344 0.052 0.272
S 0.255 -2.675 -1.788
Cl -0.517 1.581 -1.109
Cl -0.992 0.988 1.847
Cl 1.597 0.054 0.778
*
```

For the energy relative to the best compared isomer or geometry (same formula, charge and spin), the calculation gives 189.2 kJ/mol. The calculation puts the HOMO energy (alpha / beta) at -10.051 / -10.010 eV.


No. 7
Computed, not measured: a 2-piece molecular cluster, C2H6NO3S overall in a non-equilibrium geometry, with the ωB97M-V functional and the def2-TZVPD basis.

Structure (ORCA input):
```
! RIJCOSX wB97M-V def2-TZVPD def2/J DEFGRID3
* xyz -1 1
C 1.666 -1.168 -0.345
C 1.175 1.147 -0.194
N -2.887 1.043 0.932
O -2.478 0.041 -1.326
O -1.383 -1.135 0.630
O 1.769 0.066 0.385
S -1.933 0.164 0.072
H 1.672 -0.955 -1.475
H 0.727 -1.778 -0.071
H 2.584 -1.574 -0.015
H 1.175 2.023 0.437
H 0.375 1.080 -0.852
H -2.461 1.047 1.823
*
```

For the energy relative to the best compared isomer or geometry (same formula, charge and spin), the calculation gives 463.2 kJ/mol. The calculation puts the HOMO energy (alpha / beta) at -3.840 / -2.985 eV.


No. 8
Computed, not measured: one molecule with the formula C12H8N2O2S3 in a non-equilibrium geometry, with the ωB97M-V functional and the def2-TZVPD basis.

Structure (ORCA input):
```
! RIJCOSX wB97M-V def2-TZVPD def2/J DEFGRID3
* xyz 0 1
C 3.625 -0.720 1.319
C 3.216 -1.272 -0.003
C 3.982 -2.025 -0.839
S 3.188 -2.496 -2.289
C 1.747 -1.661 -1.795
C 0.597 -1.657 -2.624
O 0.422 -2.167 -3.694
S -0.810 -0.712 -1.901
C -0.172 -0.119 -0.345
N -1.096 0.618 0.341
C -0.896 1.213 1.583
O 0.137 1.142 2.201
C -2.065 1.943 2.079
C -2.116 2.612 3.276
C -3.358 3.227 3.510
C -4.241 3.024 2.495
S -3.577 2.077 1.232
N 0.991 -0.331 0.112
C 1.920 -1.056 -0.549
H 4.489 -0.068 1.211
H 2.795 -0.154 1.734
H 3.891 -1.524 2.003
H 4.995 -2.340 -0.682
H -1.995 0.728 -0.110
H -1.278 2.646 3.947
H -3.589 3.796 4.392
H -5.251 3.374 2.409
*
```

The calculation puts the HOMO energy at -8.616 eV.


No. 9
Computed, not measured: C38H34IrN8O3PS as an isolated structure in a non-equilibrium geometry, with the ωB97M-V functional and the def2-TZVPD basis.

Structure (ORCA input):
```
! RIJCOSX wB97M-V def2-TZVPD def2/J DEFGRID3
* xyz 2 1
Ir 0.200 0.474 -0.286
N 4.189 1.369 -1.542
C 3.233 0.454 -1.422
N 2.155 1.042 -0.922
C 2.540 2.344 -0.766
N 3.773 2.577 -1.128
C 1.605 3.295 -0.193
C 1.836 4.661 -0.082
N 0.940 5.460 0.474
C -0.171 4.898 0.926
C -0.418 3.536 0.805
N 0.472 2.730 0.236
H 5.127 1.246 -1.892
H 3.346 -0.580 -1.703
H 2.756 5.095 -0.452
H -0.897 5.549 1.397
H -1.336 3.105 1.162
O -2.438 0.831 0.875
N -1.672 -0.166 0.273
C -2.361 -1.224 0.109
C -1.940 -2.523 -0.390
C -2.973 -3.435 -0.624
C -2.698 -4.717 -1.066
C -1.383 -5.094 -1.286
C -0.348 -4.200 -1.052
C -0.606 -2.919 -0.582
P 0.758 -1.754 -0.337
C 1.551 -2.012 -1.981
C 2.647 -2.862 -2.132
C 3.204 -3.078 -3.386
C 2.680 -2.437 -4.500
C 1.582 -1.598 -4.358
C 1.017 -1.396 -3.110
C 2.055 -2.338 0.785
C 2.065 -3.646 1.259
C 2.994 -4.030 2.214
C 3.895 -3.108 2.726
C 3.871 -1.797 2.273
C 2.954 -1.412 1.309
H -1.786 1.292 1.425
H -3.392 -1.141 0.439
H -3.997 -3.131 -0.453
H -3.504 -5.417 -1.235
H -1.157 -6.088 -1.649
H 0.666 -4.512 -1.261
H 3.086 -3.346 -1.268
H 4.052 -3.742 -3.489
H 3.117 -2.599 -5.476
H 1.164 -1.102 -5.224
H 0.141 -0.764 -3.025
H 1.343 -4.370 0.910
H 2.999 -5.051 2.571
H 4.600 -3.406 3.489
H 4.553 -1.067 2.687
H 2.920 -0.374 1.001
C -5.338 2.675 -4.416
C -4.493 2.825 -3.202
C -4.801 3.593 -2.108
C -3.887 3.630 -1.047
N -2.742 2.949 -1.065
C -2.459 2.186 -2.103
S -1.047 1.257 -2.373
N -3.328 2.142 -3.162
C -4.177 4.429 0.176
H -6.157 3.388 -4.402
H -5.757 1.667 -4.458
H -4.748 2.833 -5.320
H -5.721 4.156 -2.075
H -3.061 1.561 -3.948
H -4.877 5.237 -0.023
H -3.258 4.832 0.595
H -4.626 3.772 0.925
O -0.057 -1.603 2.156
C 0.236 -0.486 2.558
O 0.216 0.572 1.769
C 0.593 -0.193 3.967
C 0.263 -1.124 4.948
C 0.617 -0.885 6.265
C 1.310 0.272 6.599
C 1.638 1.201 5.620
C 1.274 0.974 4.304
H -0.267 -2.023 4.668
H 0.356 -1.600 7.033
H 1.592 0.452 7.627
H 2.176 2.101 5.887
H 1.525 1.690 3.533
*
```

For the energy relative to the best compared isomer or geometry (same formula, charge and spin), the calculation gives 152.7 kJ/mol. The calculation puts the HOMO energy at -13.385 eV.


No. 10
Computed, not measured: a 2-piece molecular cluster, C5H10N2O overall in a non-equilibrium geometry, with the ωB97M-V functional and the def2-TZVPD basis.

Structure (ORCA input):
```
! RIJCOSX wB97M-V def2-TZVPD def2/J DEFGRID3
* xyz 0 1
C -2.419 -1.234 -0.403
C -0.980 -1.179 -0.743
C -0.119 -0.233 0.075
C 0.965 -0.435 0.927
N 1.527 0.831 1.341
C 0.714 1.725 0.803
N -0.179 1.137 -0.026
H -2.859 -0.271 -0.714
H -2.538 -1.339 0.688
H -2.971 -2.050 -0.898
H -0.575 -2.203 -0.624
H -0.866 -0.894 -1.807
H 1.349 -1.399 1.262
H 0.796 2.804 0.938
H -0.732 1.618 -0.739
O 3.261 1.309 -0.029
H 3.278 0.388 -0.375
H 2.349 1.424 0.323
*
```

For the energy relative to the best compared isomer or geometry (same formula, charge and spin), the calculation gives 183.2 kJ/mol. The calculation puts the HOMO energy at -9.139 eV.


No. 11
Computed, not measured: a 2-piece molecular cluster, C3H5NO2 overall in a non-equilibrium geometry, with the ωB97M-V functional and the def2-TZVPD basis.

Structure (ORCA input):
```
! RIJCOSX wB97M-V def2-TZVPD def2/J DEFGRID3
* xyz 0 1
N -2.416 -1.048 -1.066
C -1.632 -0.397 -0.520
C -0.586 0.362 0.189
O -0.818 1.743 0.089
C 0.812 0.149 -0.417
O 1.715 0.829 0.006
H -0.590 0.019 1.237
H 0.044 2.150 0.293
H 0.925 -0.549 -1.263
H 1.545 -1.406 0.839
H 1.001 -1.852 0.611
*
```

For the energy relative to the best compared isomer or geometry (same formula, charge and spin), the calculation gives 300.9 kJ/mol. The calculation puts the HOMO energy at -10.872 eV.


No. 12
Computed, not measured: C35H36FN6O3RhSb as an isolated structure in a non-equilibrium geometry, with the ωB97M-V functional and the def2-TZVPD basis.

Structure (ORCA input):
```
! RIJCOSX wB97M-V def2-TZVPD def2/J DEFGRID3
* xyz 3 5
Rh -0.298 0.605 -2.940
C -0.167 3.446 -1.193
C -0.267 3.782 -2.652
C -0.342 5.106 -3.066
C -0.440 5.402 -4.409
C -0.451 4.354 -5.319
C -0.380 3.050 -4.859
N -0.296 2.772 -3.538
Sb -0.387 1.535 -6.382
C 1.262 0.411 -5.595
C 2.201 -0.040 -6.504
C 3.335 -0.699 -6.046
C 3.509 -0.853 -4.688
C 2.542 -0.378 -3.811
C 2.756 -0.503 -2.329
N 1.431 0.224 -4.266
C -1.973 0.380 -5.525
C -2.944 -0.065 -6.403
C -4.039 -0.766 -5.914
C -4.135 -0.972 -4.556
C -3.138 -0.501 -3.710
C -3.284 -0.704 -2.229
N -2.066 0.149 -4.195
H 0.161 4.314 -0.627
H 0.539 2.634 -1.019
H -1.139 3.134 -0.804
H -0.318 5.894 -2.326
H -0.498 6.428 -4.746
H -0.513 4.552 -6.382
H 2.054 0.124 -7.563
H 4.078 -1.069 -6.740
H 4.395 -1.333 -4.293
H 3.724 -0.081 -2.061
H 2.756 -1.550 -2.023
H 1.996 0.024 -1.752
H -2.852 0.137 -7.462
H -4.808 -1.129 -6.583
H -4.985 -1.492 -4.132
H -4.276 -0.383 -1.913
H -2.555 -0.141 -1.651
H -3.190 -1.762 -1.976
F -0.344 2.402 3.749
C -0.127 1.151 3.316
C -0.195 0.902 1.978
C -0.072 -0.407 1.499
C -0.200 -0.668 0.066
O -0.363 0.289 -0.722
C -0.128 -2.061 -0.293
C 0.113 -3.024 0.675
N 0.271 -2.758 1.961
C 0.515 -3.846 2.907
C 1.438 -4.954 2.514
C 1.865 -3.955 3.546
C 0.137 -1.436 2.421
C 0.231 -1.160 3.786
C 0.101 0.133 4.267
N 0.187 0.373 5.649
C 0.565 1.675 6.188
C 1.245 1.493 7.531
N 0.311 0.765 8.470
C -0.115 -0.564 7.894
C -0.732 -0.338 6.529
C -0.333 -2.438 -1.704
O -0.781 -3.681 -1.748
O -0.233 -1.698 -2.653
H -0.391 1.714 1.291
H 0.191 -4.071 0.415
H -0.362 -4.090 3.492
H 1.933 -4.906 1.553
H 1.164 -5.950 2.828
H 2.615 -3.233 3.251
H 1.903 -4.262 4.582
H 0.445 -1.962 4.476
H -0.303 2.339 6.298
H 1.271 2.173 5.532
H 1.501 2.445 7.989
H 2.135 0.872 7.448
H -0.517 1.342 8.642
H 0.758 0.629 9.379
H -0.821 -1.015 8.588
H 0.785 -1.173 7.838
H -1.674 0.221 6.639
H -0.991 -1.309 6.115
*
```

The calculation puts the HOMO energy (alpha / beta) at -15.251 / -15.768 eV.